Entry 1:
Formula: C3H6FNO2
Source: OMol25
Level of theory: ωB97M-V/def2-TZVPD

Atoms and positions in Å:
1 N -2.083 0.097 -0.493
2 C -0.916 0.420 0.422
3 C 0.331 -0.281 -0.173
4 F 0.168 -1.633 0.218
5 C 1.771 0.301 0.006
6 O 2.053 1.503 0.068
7 O 3.005 -0.755 -0.281
8 H -2.160 1.148 -1.012
9 H -3.019 -0.347 0.216
10 H -0.574 1.477 0.707
11 H -1.017 -0.144 1.463
12 H 0.034 -0.306 -1.285
13 H 2.408 -1.482 0.144

Summary:
SMILES: NC[C@H](F)C(=O)O
Total energy in a.u.: -422.8842
HOMO-LUMO gap in eV: 10.45
2S+1: 1
HOMO in eV: -10.319
Relative energy (zero: lowest compared OMol25 entry of this formula, charge and spin) in eV: 4.029

Entry 2:
Formula: C39H64AlF6N2O20
Source: OMol25
Level of theory: ωB97M-V/def2-TZVPD

Atoms and positions in Å:
1 C -6.784 -6.319 -4.721
2 C -7.206 -4.924 -5.191
3 C -6.247 -4.303 -6.199
4 C -4.930 -3.778 -5.621
5 C -5.055 -2.818 -4.434
6 C -4.928 -1.351 -4.902
7 C -3.440 -0.913 -4.805
8 C -3.142 -0.027 -3.602
9 C -1.920 0.877 -3.799
10 C -1.709 1.815 -2.585
11 C -0.357 1.536 -1.869
12 C 0.349 2.825 -1.375
13 Al 1.316 2.656 0.405
14 C -0.105 2.634 1.876
15 C -0.344 3.968 2.584
16 C -0.947 3.841 4.003
17 C 0.113 3.571 5.071
18 N -0.003 2.178 5.569
19 C 2.425 4.391 0.596
20 O 3.676 4.306 1.332
21 C 3.546 3.644 2.568
22 N 2.505 1.149 0.512
23 C 1.872 -0.088 0.088
24 C 3.638 1.404 -0.278
25 C 4.989 1.443 0.379
26 O 3.566 1.594 -1.474
27 H -7.673 -6.804 -4.326
28 H -6.071 -6.294 -3.903
29 H -6.429 -6.905 -5.559
30 H -7.418 -4.294 -4.333
31 H -8.158 -5.058 -5.703
32 H -6.771 -3.559 -6.793
33 H -5.983 -5.098 -6.895
34 H -4.261 -4.614 -5.430
35 H -4.452 -3.212 -6.414
36 H -6.005 -2.899 -3.908
37 H -4.284 -3.039 -3.705
38 H -5.203 -1.252 -5.948
39 H -5.555 -0.730 -4.272
40 H -3.123 -0.430 -5.726
41 H -2.848 -1.823 -4.748
42 H -3.037 -0.637 -2.709
43 H -3.995 0.640 -3.474
44 H -1.068 0.216 -3.918
45 H -2.099 1.440 -4.710
46 H -2.487 1.550 -1.875
47 H -1.769 2.862 -2.853
48 H -0.575 0.890 -1.022
49 H 0.332 1.029 -2.533
50 H -0.401 3.607 -1.241
51 H 1.062 3.164 -2.126
52 H 0.068 1.862 2.627
53 H -1.042 2.369 1.379
54 H 0.559 4.568 2.711
55 H -1.033 4.598 2.024
56 H -1.753 3.115 4.035
57 H -1.361 4.826 4.233
58 H 1.113 3.769 4.702
59 H -0.032 4.240 5.927
60 H 0.621 2.025 6.353
61 H -0.962 2.063 5.875
62 H 1.818 5.242 0.948
63 H 2.713 4.656 -0.425
64 H 4.003 2.658 2.526
65 H 2.520 3.592 2.921
66 H 4.108 4.218 3.314
67 H 0.867 -0.193 0.484
68 H 1.769 -0.149 -1.001
69 H 2.481 -0.960 0.368
70 H 5.242 2.489 0.547
71 H 4.938 0.977 1.356
72 H 5.766 1.031 -0.250
73 C 8.210 0.661 3.715
74 C 9.236 -0.336 3.237
75 O 8.443 -1.455 2.903
76 C 7.209 -0.977 2.538
77 O 6.393 -1.604 1.957
78 O 7.067 0.318 2.931
79 F 10.102 -0.682 4.225
80 H 7.979 0.532 4.773
81 H 8.504 1.693 3.538
82 H 9.803 -0.017 2.361
83 C -0.181 -3.753 -8.555
84 C -0.970 -3.294 -7.354
85 O -2.310 -3.490 -7.776
86 C -2.298 -4.516 -8.673
87 O -3.257 -5.116 -9.028
88 O -1.032 -4.765 -9.101
89 F -0.772 -1.981 -7.099
90 H -0.051 -2.952 -9.284
91 H 0.792 -4.161 -8.294
92 H -0.789 -3.869 -6.444
93 C -1.379 0.164 10.115
94 C -0.469 0.074 8.916
95 O -1.361 0.240 7.834
96 C -2.397 1.010 8.292
97 O -3.182 1.561 7.602
98 O -2.390 1.059 9.652
99 F 0.118 -1.150 8.824
100 H -1.826 -0.801 10.358
101 H -0.883 0.561 10.998
102 H 0.302 0.845 8.872
103 C 1.518 7.606 -1.818
104 C 0.789 7.990 -0.556
105 O -0.557 7.698 -0.879
106 C -0.528 6.680 -1.795
107 O -1.464 6.017 -2.085
108 O 0.717 6.535 -2.320
109 F 0.903 9.322 -0.294
110 H 1.533 8.421 -2.544
111 H 2.536 7.272 -1.633
112 H 1.084 7.421 0.327
113 C 0.619 -4.254 0.685
114 C 1.506 -4.423 -0.524
115 O 0.615 -4.179 -1.600
116 C -0.346 -3.327 -1.123
117 O -1.088 -2.698 -1.799
118 O -0.319 -3.281 0.228
119 F 1.991 -5.689 -0.625
120 H 0.096 -5.176 0.943
121 H 1.152 -3.895 1.560
122 H 2.336 -3.716 -0.578
123 C 1.224 -3.172 6.346
124 C 2.065 -2.747 5.167
125 O 1.746 -3.732 4.198
126 C 0.478 -4.159 4.466
127 O -0.197 -4.770 3.707
128 O 0.093 -3.772 5.707
129 F 3.390 -2.810 5.447
130 H 1.734 -3.917 6.959
131 H 0.920 -2.340 6.973
132 H 1.827 -1.758 4.770

Summary:
Charge: -1
Total energy in a.u.: -3980.4939
HOMO-LUMO gap in eV: 5.93
2S+1: 1
HOMO in eV: -4.306

Entry 3:
Formula: C8H13BMnN2
Source: OMol25
Level of theory: ωB97M-V/def2-TZVPD

Atoms and positions in Å:
1 C 1.636 0.153 -1.179
2 C 0.389 0.719 -1.631
3 C -0.644 -0.294 -1.415
4 C -0.018 -1.529 -1.266
5 C 1.422 -1.342 -0.872
6 Mn 0.428 0.502 0.480
7 N 1.209 -1.862 0.478
8 C 0.374 2.376 0.990
9 C -0.817 1.999 0.227
10 H -1.720 -0.086 -1.487
11 H 0.205 1.733 -2.021
12 H -0.552 -2.471 -1.211
13 H 2.227 -1.893 -1.381
14 H 2.547 0.629 -1.515
15 H -0.976 2.492 -0.726
16 H 0.413 2.439 2.082
17 H 2.145 -1.920 0.949
18 H -1.758 1.711 0.696
19 H 1.142 2.972 0.519
20 B -2.529 -2.314 2.681
21 C -1.703 -1.304 1.847
22 N -1.085 -0.434 1.355
23 H -3.538 -1.736 3.040
24 H -1.844 -2.669 3.613
25 H -2.799 -3.246 1.945

Summary:
Charge: -1
Total energy in a.u.: -1597.8208
HOMO-LUMO gap (spin up / spin down) in eV: 6.10 / 6.92
2S+1: 5
HOMO (spin up / spin down) in eV: -3.049 / -3.938
Relative energy (zero: lowest compared OMol25 entry of this formula, charge and spin) in eV: 3.085

Entry 4:
Formula: H14O6S2
Source: OMol25
Level of theory: ωB97M-V/def2-TZVPD

Atoms and positions in Å:
1 S 2.094 -0.372 -1.883
2 S -1.481 0.266 2.532
3 H 2.630 0.265 -2.858
4 H -2.293 1.091 3.261
5 H 0.610 1.067 2.021
6 H 2.010 1.559 1.629
7 O 1.096 1.825 1.661
8 H 0.131 1.570 -0.223
9 H 0.561 0.872 -1.598
10 O -0.123 1.482 -1.150
11 H 0.978 -2.380 -1.809
12 H -0.446 -2.234 -1.205
13 O 0.104 -2.802 -1.781
14 H -2.735 -0.942 -0.892
15 H -1.727 0.141 -1.248
16 O -1.942 -0.750 -1.420
17 H -3.139 0.173 1.193
18 H -4.587 0.154 1.213
19 O -3.886 -0.224 0.702
20 H 3.512 -0.591 0.092
21 H 4.795 0.004 0.835
22 O 3.839 -0.174 0.930

Summary:
Total energy in a.u.: -1255.9644
HOMO-LUMO gap in eV: 2.64
2S+1: 1
HOMO in eV: -9.182
Relative energy (zero: lowest compared OMol25 entry of this formula, charge and spin) in eV: 7.090

Entry 5:
Formula: C25H40N2O5
Source: OMol25
Level of theory: ωB97M-V/def2-TZVPD

Atoms and positions in Å:
1 C 0.108 -0.780 0.121
2 C 1.420 -0.918 -0.305
3 C 2.000 0.169 -0.943
4 N 1.402 1.343 -1.095
5 C 0.135 1.449 -0.710
6 C -0.552 0.411 -0.097
7 H -0.359 -1.611 0.640
8 H 1.947 -1.850 -0.153
9 H 3.017 0.115 -1.327
10 H -0.345 2.401 -0.910
11 H -1.593 0.518 0.178
12 C 5.364 4.301 -0.147
13 C 5.309 5.513 -0.810
14 C 4.592 5.588 -1.992
15 N 3.966 4.549 -2.535
16 C 3.997 3.390 -1.875
17 C 4.674 3.226 -0.678
18 H 5.900 4.160 0.783
19 H 5.819 6.377 -0.401
20 H 4.514 6.529 -2.526
21 H 3.424 2.572 -2.293
22 H 4.680 2.272 -0.167
23 C -3.509 3.134 -0.621
24 C -3.286 2.443 -1.947
25 C -4.069 1.183 -2.169
26 O -2.443 2.822 -2.729
27 H -4.555 3.427 -0.513
28 H -2.893 4.030 -0.566
29 H -3.237 2.462 0.194
30 H -5.148 1.345 -2.231
31 H -3.878 0.546 -1.300
32 H -3.755 0.649 -3.060
33 C -1.601 0.690 5.162
34 C -1.081 0.581 3.749
35 C 0.415 0.541 3.566
36 O -1.830 0.554 2.797
37 H -1.251 -0.154 5.757
38 H -2.684 0.745 5.155
39 H -1.199 1.606 5.606
40 H 0.769 1.570 3.415
41 H 0.659 0.012 2.648
42 H 0.951 0.163 4.434
43 C -0.879 -0.090 -3.655
44 C -1.447 -1.487 -3.557
45 C -0.524 -2.641 -3.896
46 O -2.582 -1.682 -3.197
47 H -1.050 0.391 -2.697
48 H -1.390 0.468 -4.438
49 H 0.187 -0.128 -3.874
50 H -1.049 -3.578 -3.719
51 H 0.334 -2.611 -3.217
52 H -0.179 -2.560 -4.925
53 C 1.983 -3.006 2.499
54 C 3.034 -3.885 1.872
55 C 4.426 -3.749 2.432
56 O 2.779 -4.654 0.979
57 H 1.021 -3.180 2.019
58 H 2.275 -1.967 2.331
59 H 1.886 -3.231 3.560
60 H 5.101 -4.396 1.876
61 H 4.415 -4.091 3.471
62 H 4.781 -2.720 2.424
63 C -3.701 -1.930 1.150
64 C -4.067 -3.338 0.799
65 C -3.988 -3.732 -0.655
66 O -4.452 -4.108 1.645
67 H -3.437 -1.846 2.202
68 H -4.565 -1.295 0.946
69 H -2.858 -1.579 0.549
70 H -4.668 -4.559 -0.828
71 H -2.960 -4.011 -0.902
72 H -4.221 -2.880 -1.297

Summary:
SMILES: c1ccncc1.c1ccncc1.CC(C)=O.CC(C)=O.CC(C)=O.CC(C)=O.CC(C)=O
Total energy in a.u.: -1462.2874
HOMO-LUMO gap in eV: 9.66
2S+1: 1
HOMO in eV: -9.372
Relative energy (zero: lowest compared OMol25 entry of this formula, charge and spin) in eV: 0.000

Entry 6:
Formula: C13H15FeNO4S3
Source: OMol25
Level of theory: ωB97M-V/def2-TZVPD

Atoms and positions in Å:
1 Fe -0.533 0.128 -0.682
2 C -0.387 -1.834 2.364
3 C 1.029 -1.609 1.843
4 S 1.389 0.017 1.090
5 C 0.923 1.551 1.997
6 C -0.498 1.619 2.588
7 S -1.790 1.614 1.311
8 C -3.170 0.687 2.147
9 C -3.046 -0.858 2.145
10 S -1.704 -1.541 1.138
11 H -0.558 -1.307 3.322
12 H -0.497 -2.872 2.557
13 H 1.222 -2.256 0.996
14 H 1.755 -1.766 2.642
15 H 1.079 2.313 1.272
16 H 1.701 1.596 2.776
17 H -0.625 2.525 3.186
18 H -0.684 0.798 3.262
19 H -4.054 0.944 1.575
20 H -3.244 1.112 3.159
21 H -3.956 -1.299 1.691
22 H -3.065 -1.289 3.152
23 O 0.200 3.494 -3.067
24 C 0.129 2.460 -2.345
25 O -0.643 2.218 -1.377
26 C 1.016 1.279 -2.816
27 C 2.005 1.351 -3.757
28 C 2.662 0.189 -4.188
29 C 2.189 -1.015 -3.716
30 C 1.182 -1.066 -2.739
31 N 0.718 0.090 -2.246
32 C 0.516 -2.331 -2.165
33 O 0.679 -3.418 -2.778
34 O -0.255 -2.095 -1.216
35 H 2.304 2.311 -4.164
36 H 3.537 0.262 -4.856
37 H 2.473 -1.999 -4.099

Summary:
Total energy in a.u.: -3318.4091
HOMO-LUMO gap (spin up / spin down) in eV: 8.81 / 8.82
2S+1: 5
HOMO (spin up / spin down) in eV: -8.919 / -8.932
Relative energy (zero: lowest compared OMol25 entry of this formula, charge and spin) in eV: 0.000